1.
C42H34F3IrN4P2 | the ωB97M-V functional and the def2-TZVPD basis

ORCA input file:
```
! wB97M-V def2-TZVPD RIJCOSX def2/J DEFGRID3
* xyz 2 5
Ir -0.6543 0.2279 -0.2621
C 1.1725 -1.0868 2.2683
P -0.6414 -0.5144 2.3357
C -0.7100 1.3179 2.4797
C 0.3252 2.3228 2.1321
C -1.2192 4.1981 1.9105
C -1.6002 4.8666 3.2713
C -2.4604 4.0926 4.2761
C -2.0645 1.9729 2.7979
C -1.0369 -1.0265 4.0427
C -0.6379 -0.2276 5.1151
C -0.8238 -0.6762 6.4128
C -1.3788 -1.9280 6.6438
C -1.7647 -2.7279 5.5777
C -1.6056 -2.2766 4.2768
C 1.3539 -1.8270 1.0123
C 1.7949 -3.1672 0.7733
C 1.6376 -3.3997 -0.5678
C 1.1121 -2.1994 -1.1304
C 0.6899 -1.8717 -2.5005
P -0.9662 -1.0134 -2.3396
C -2.1417 -2.3844 -2.2557
C -2.3016 -3.2550 -3.3354
C -3.2154 -4.2907 -3.2489
C -3.9615 -4.4664 -2.0898
C -3.7910 -3.6154 -1.0074
C -2.8830 -2.5705 -1.0895
C -1.1912 -0.2053 -3.9399
C -0.1463 0.5398 -4.4899
C -0.3124 1.1783 -5.7068
C -1.5281 1.0949 -6.3734
C -2.5840 0.3933 -5.8094
C -2.4226 -0.2504 -4.5927
N 0.9543 -1.2631 -0.1560
H 1.3864 -1.6989 3.1401
H 1.7972 -0.1889 2.2991
H 1.3293 1.9714 1.9263
H -1.1948 4.8769 1.0597
H -1.7754 5.9347 3.2189
H -3.2647 4.5323 4.8471
H -2.8648 1.2533 2.6133
H -0.1634 0.7309 4.9464
H -0.5299 -0.0421 7.2384
H -1.5064 -2.2808 7.6582
H -2.1864 -3.7072 5.7608
H -1.9186 -2.8991 3.4462
H 2.1765 -3.8497 1.5161
H 1.8666 -4.3024 -1.1112
H 0.6534 -2.7418 -3.1526
H 1.3794 -1.1409 -2.9316
H -1.7162 -3.1150 -4.2367
H -3.3511 -4.9624 -4.0859
H -4.6859 -5.2678 -2.0316
H -4.3693 -3.7636 -0.1054
H -2.7403 -1.8932 -0.2552
H 0.8019 0.6222 -3.9719
H 0.5084 1.7338 -6.1405
H -1.6557 1.5766 -7.3334
H -3.5355 0.3416 -6.3217
H -3.2439 -0.8071 -4.1579
F -2.1666 6.3947 -4.0141
C -3.0596 5.6646 -3.3394
F -3.5035 6.4007 -2.3054
F -4.0951 5.4092 -4.1421
C -2.4378 4.3922 -2.8101
C -1.1177 4.4014 -2.3827
C -0.6076 3.2462 -1.8186
N -1.3317 2.1349 -1.6818
C -2.5897 2.1278 -2.1210
C -3.1914 3.2363 -2.6887
H -0.5070 5.2861 -2.4977
H 0.4181 3.2079 -1.4713
H -3.1346 1.1950 -2.0134
H -4.2171 3.1964 -3.0273
N -0.5264 2.8080 7.2416
C -0.8237 3.1031 6.1709
C -1.1835 3.4159 4.8281
C -2.2697 2.6260 4.1337
C -1.8414 2.8625 1.5536
N -0.6888 1.9750 1.1188
C 0.1540 3.7762 2.5083
C -0.3165 4.2815 3.8978
H -2.8579 2.0349 4.8250
H -2.6565 2.9010 0.8359
H 1.0060 4.3598 2.1636
H 0.3795 4.9091 4.4455
*
```

Calculated values
- maximum force (eV/A) = 0.72
- E_LUMO (spin up / spin down) (eV) = -5.12 / -7.71
- HOMO-LUMO gap (spin up / spin down) (eV) = 7.8 / 6.5



2.
C42H34F6N2O2S | the ωB97M-V functional and the def2-TZVPD basis

ORCA input file:
```
! wB97M-V def2-TZVPD RIJCOSX def2/J DEFGRID3
* xyz 0 1
F -2.5833 -1.7024 -6.0308
C -1.5776 -0.8954 -5.6063
F -1.0683 -1.4523 -4.4503
F -0.5547 -0.9552 -6.5223
C -1.9850 0.5201 -5.3533
N -0.8218 1.2648 -4.8585
C -0.3891 2.3496 -5.6620
C -0.9664 3.6231 -5.5100
C -0.6518 4.6422 -6.4049
C 0.2669 4.4041 -7.4354
C 0.8212 3.1316 -7.6018
C 0.4580 2.0962 -6.7499
C -0.4037 1.0821 -3.5590
C 0.9589 1.2576 -3.2267
C 1.4294 0.8132 -2.0050
C 0.5360 0.3960 -0.9767
C 0.9893 0.0572 0.3366
C 0.3578 0.5269 1.5120
C 0.7115 0.0021 2.7895
C 0.0430 0.3738 3.9328
C -1.0210 1.3075 3.8669
N -1.8298 1.5562 4.9422
C -1.8648 0.6424 6.0875
C -2.7431 -0.5297 5.7728
F -2.7269 -1.4962 6.7313
F -4.0475 -0.1150 5.6125
F -2.3858 -1.1133 4.5833
C -2.5753 2.7549 5.0971
C -3.9232 2.7772 4.7139
C -4.7242 3.8639 5.0449
C -4.1834 4.9404 5.7544
C -2.8406 4.9196 6.1535
C -2.0407 3.8265 5.8330
C -1.2795 1.9585 2.6369
C -0.6102 1.5815 1.4941
C -0.8484 0.3344 -1.3004
C -1.3011 0.6476 -2.5621
H -2.2862 0.9811 -6.2967
H -2.7913 0.5014 -4.6139
H -1.6694 3.7672 -4.6877
H -1.1271 5.6205 -6.3015
H 0.5530 5.2060 -8.1169
H 1.5309 2.9226 -8.4016
H 0.8128 1.0779 -6.8975
H 1.6289 1.6909 -3.9720
H 2.4949 0.8296 -1.7828
H 1.9253 -0.4894 0.4450
H 1.5184 -0.7299 2.8488
H 0.3415 -0.0374 4.8949
H -0.8631 0.2763 6.3260
H -2.3294 1.1841 6.9153
H -4.3164 1.9137 4.1804
H -5.7741 3.8526 4.7484
H -4.8162 5.7954 5.9970
H -2.4173 5.7478 6.7257
H -0.9955 3.7617 6.1386
H -2.0470 2.7314 2.5973
H -0.8168 2.0956 0.5566
H -1.5747 0.0209 -0.5480
H -2.3672 0.6085 -2.7818
C 0.8125 -5.4038 -3.7560
C 1.7166 -6.0585 -2.9145
C 2.4572 -5.3322 -1.9821
C 2.2939 -3.9469 -1.8862
S 3.3232 -3.0156 -0.7266
C 2.4035 -2.9044 0.7248
C 2.9870 -2.9625 2.0070
C 2.1831 -3.1620 3.1778
C 2.7285 -3.0671 4.4533
C 4.0908 -2.7770 4.6218
C 4.9067 -2.6232 3.4874
C 4.3831 -2.7219 2.2108
O 4.4912 -3.8630 -0.5980
O 3.4676 -1.6930 -1.3097
C 1.3752 -3.2921 -2.7103
C 0.6384 -4.0212 -3.6454
H 0.2451 -5.9687 -4.4961
H 1.8548 -7.1385 -2.9830
H 3.1673 -5.8405 -1.3350
H 1.3270 -2.9265 0.5957
H 1.1203 -3.3719 3.0251
H 2.0891 -3.2152 5.3275
H 4.5195 -2.6814 5.6219
H 5.9732 -2.4286 3.6048
H 5.0323 -2.5848 1.3460
H 1.2433 -2.2171 -2.6249
H -0.0693 -3.5031 -4.2897
*
```

Calculated values
- energy relative to the best compared isomer or geometry (same formula, charge and spin) (kcal per mole) = 63.4
- maximum force (eV/A) = 2.04
- E_LUMO (eV) = -1.99
- HOMO-LUMO gap (eV) = 3.5



3.
C42H34N6O4PRuS | the ωB97M-V functional and the def2-TZVPD basis

ORCA input file:
```
! wB97M-V def2-TZVPD RIJCOSX def2/J DEFGRID3
* xyz -2 2
Ru 0.0880 0.4178 0.0023
O 1.8586 -1.9813 0.2255
C 2.5246 -2.3384 -0.8666
C 2.7196 -1.6565 -2.0853
C 3.7219 -2.1551 -2.9388
C 3.8966 -1.6879 -4.2406
C 3.0474 -0.7103 -4.7564
C 2.0757 -0.1781 -3.9449
C 1.8561 -0.5849 -2.5916
O 0.8887 -0.0630 -1.9687
N 4.9277 -2.2251 -5.0618
O 5.6637 -3.1050 -4.5969
O 5.0654 -1.7918 -6.2145
H 2.9481 -3.3392 -0.7854
H 4.3707 -2.9424 -2.5823
H 3.1632 -0.3961 -5.7833
H 1.3706 0.5470 -4.3355
C -1.4421 1.3688 6.5282
C -1.4165 0.1460 5.8691
C -1.3743 0.1019 4.4882
C -1.3546 1.2730 3.7232
C -1.3959 2.4905 4.3990
C -1.4393 2.5374 5.7865
P -1.2840 1.1144 1.8704
C -1.9213 2.7733 1.3978
C -1.0475 3.8544 1.5138
C -1.4255 5.1213 1.1030
C -2.6827 5.3253 0.5537
C -3.5545 4.2559 0.4190
C -3.1781 2.9904 0.8444
C -2.6767 -0.0421 1.6596
C -3.8645 0.0733 2.3367
C -4.8956 -0.8559 2.1137
C -4.6962 -1.8934 1.2442
C -3.4716 -2.0557 0.5542
C -3.2534 -3.1353 -0.3314
C -2.0512 -3.2333 -0.9746
C -1.0372 -2.2746 -0.7871
C -1.1773 -1.1864 0.0520
C -2.4375 -1.1021 0.7453
H -1.4802 1.4071 7.6100
H -1.4345 -0.7776 6.4338
H -1.3984 -0.8555 3.9938
H -1.4120 3.4170 3.8429
H -1.4782 3.4986 6.2855
H -0.0482 3.6952 1.8996
H -0.7265 5.9435 1.1905
H -2.9733 6.3100 0.2095
H -4.5231 4.3860 -0.0413
H -3.8641 2.1645 0.7123
H -4.0134 0.8821 3.0435
H -5.8412 -0.7449 2.6292
H -5.4856 -2.6151 1.0669
H -4.0440 -3.8587 -0.4930
H -1.8785 -4.0520 -1.6635
H -0.1185 -2.3949 -1.3468
S 1.3472 2.6601 -0.2182
C 2.8726 2.2716 -0.7777
N 3.0820 2.3131 -2.1454
C 4.2498 1.9676 -2.7516
C 5.3157 1.6158 -1.9799
C 5.0769 1.6052 -0.5895
N 3.9305 1.9209 -0.0106
H 2.2305 2.4234 -2.6824
H 4.2679 1.9855 -3.8304
H 6.2593 1.3276 -2.4117
H 5.8757 1.3116 0.0876
C 1.3053 -1.6130 2.9070
C 2.2629 -0.7037 2.1541
C 3.6759 -1.3017 2.2374
C 2.2978 0.6806 2.7962
C 1.8155 -0.5854 0.6893
H 1.6089 -1.7292 3.9519
H 1.2575 -2.5950 2.4390
H 0.3111 -1.1857 2.8692
H 4.0147 -1.3544 3.2744
H 4.3809 -0.6805 1.6816
H 3.7028 -2.3061 1.8184
H 2.6241 0.5983 3.8354
H 1.3080 1.1443 2.7788
H 2.9809 1.3429 2.2601
H 2.6456 -0.0921 0.1599
N -1.4589 1.2925 -1.1688
C -2.2971 1.4766 -1.9465
C -3.3312 1.7508 -2.8474
C -4.5614 2.2164 -2.3602
N -5.5769 2.6027 -1.9651
C -3.1481 1.6304 -4.2330
N -3.0235 1.5450 -5.3782
*
```

Calculated values
- energy relative to the best compared isomer or geometry (same formula, charge and spin) (kcal per mole) = 45.3
- maximum force (eV/A) = 1.45
- E_LUMO (spin up / spin down) (eV) = 3.68 / 3.68
- HOMO-LUMO gap (spin up / spin down) (eV) = 4.6 / 5.4



4.
C42H35AsKN3O7S2 | the ωB97M-V functional and the def2-TZVPD basis

ORCA input file:
```
! wB97M-V def2-TZVPD RIJCOSX def2/J DEFGRID3
* xyz -2 1
K -0.7051 1.2140 0.2848
O -2.8561 -1.9853 -3.4400
C -2.2896 -1.1667 -2.6851
O -1.1223 -1.1927 -2.2694
C -3.1569 0.0523 -2.2973
C -4.4507 0.1539 -2.7966
C -5.2953 1.1124 -2.2720
C -4.8301 1.9308 -1.2633
C -3.4953 1.8203 -0.8754
N -2.6784 0.9106 -1.3985
C -2.9511 2.7673 0.2165
O -3.6981 2.9242 1.1858
O -1.8207 3.2540 0.0027
H -4.7677 -0.5523 -3.5536
H -6.3170 1.1958 -2.6273
H -5.4573 2.6521 -0.7630
S 3.6640 1.0359 2.5180
C 4.4478 2.1898 1.4839
C 5.5433 2.9480 1.9274
C 6.1783 3.8582 1.1136
C 5.7457 4.0585 -0.1922
C 4.6647 3.3221 -0.6545
C 4.0241 2.4012 0.1604
As 2.4244 1.4176 -0.3773
C 2.2580 2.1207 -2.2212
C 3.0541 1.7464 -3.2958
C 2.8790 2.3229 -4.5427
C 1.8994 3.2863 -4.7335
C 1.0928 3.6617 -3.6714
C 1.2716 3.0784 -2.4234
C 3.1884 -0.2983 -0.9227
C 2.3888 -1.1318 -1.6976
C 2.8831 -2.3438 -2.1507
C 4.1721 -2.7406 -1.8197
C 4.9600 -1.9232 -1.0278
C 4.4713 -0.7033 -0.5779
H 5.8811 2.7959 2.9452
H 7.0203 4.4219 1.5020
H 6.2378 4.7730 -0.8387
H 4.3131 3.4706 -1.6702
H 3.8216 0.9872 -3.1570
H 3.5068 2.0144 -5.3710
H 1.7581 3.7327 -5.7121
H 0.3084 4.3964 -3.8087
H 0.6099 3.3702 -1.6109
H 1.3732 -0.8539 -1.9485
H 2.2496 -2.9774 -2.7574
H 4.5562 -3.6905 -2.1704
H 5.9596 -2.2338 -0.7536
H 5.0810 -0.0670 0.0520
O -5.4864 -3.6633 -2.6483
C -6.0243 -3.5029 -1.4225
O -7.1408 -3.9147 -1.1924
C -5.1840 -2.7847 -0.4254
C -3.8238 -2.5903 -0.6468
C -3.0977 -1.8042 0.2233
C -3.7104 -1.2475 1.3399
C -5.0606 -1.4810 1.6020
C -5.7927 -2.2456 0.7114
N -2.8518 -0.4292 2.0729
C -2.8923 -0.3309 3.3372
C -1.9071 0.5239 4.0332
C -2.0307 0.7753 5.3974
C -1.0928 1.6019 5.9970
C -0.0758 2.1236 5.2163
C -0.0361 1.7995 3.8592
N -0.9302 1.0250 3.2829
H -4.6403 -3.1822 -2.7385
H -3.2954 -2.9795 -1.5051
H -2.0642 -1.5815 0.0144
H -5.5437 -1.0087 2.4444
H -6.8529 -2.4018 0.8565
H -3.6037 -0.8821 3.9720
H -2.8423 0.3381 5.9639
H -1.1542 1.8274 7.0561
H 0.6935 2.7581 5.6316
H 0.7768 2.1451 3.2337
O 0.5439 -0.6331 0.9050
S 0.1599 -1.8385 1.6905
C 1.6988 -2.4414 2.4242
C 2.3788 -3.2638 1.3434
C 1.2747 -4.1296 0.7447
C 0.0925 -3.2024 0.4798
H 1.4369 -3.0322 3.3010
H 2.2417 -1.5475 2.7227
H 3.2099 -3.8508 1.7383
H 2.7790 -2.5881 0.5907
H 0.9860 -4.9034 1.4658
H 1.5868 -4.6321 -0.1709
H -0.8814 -3.6841 0.5266
H 0.1603 -2.6782 -0.4724
*
```

Calculated values
- energy relative to the best compared isomer or geometry (same formula, charge and spin) (kcal per mole) = 6.0
- maximum force (eV/A) = 1.34
- E_LUMO (eV) = 3.70
- HOMO-LUMO gap (eV) = 5.7



5.
C42H35BiN9SSi | the ωB97M-V functional and the def2-TZVPD basis

ORCA input file:
```
! wB97M-V def2-TZVPD RIJCOSX def2/J DEFGRID3
* xyz -1 1
Bi -0.9823 -0.2885 0.0118
C 3.4422 0.1589 -3.8372
C 2.2914 0.4019 -4.5439
C 1.1398 0.7449 -3.8915
C 1.0798 0.8787 -2.4932
C 2.2673 0.5588 -1.8073
C 3.4097 0.1999 -2.4270
N -0.1084 1.1191 -1.8295
C -0.9606 2.1206 -2.2137
C -0.5512 3.2136 -3.0293
C -1.3970 4.2977 -3.2033
C -2.7400 4.2371 -2.7425
C -3.1841 3.1472 -2.0232
C -2.3836 2.0266 -1.8474
N -2.8615 0.8062 -1.4096
N -4.1502 0.7473 -1.3844
C -4.7208 -0.4550 -1.2246
C -6.1719 -0.4768 -1.3111
C -6.7804 -1.6459 -0.9350
C -6.0233 -2.7791 -0.5565
C -4.6099 -2.6381 -0.5158
N -4.0089 -1.5114 -0.8372
H 4.3689 -0.1187 -4.3037
H 2.3371 0.1603 -5.5975
H 0.2233 0.9374 -4.4812
H 2.2527 0.7207 -0.6849
H 4.3493 -0.0490 -1.8836
H 0.3800 3.1267 -3.5682
H -1.0339 5.1815 -3.6941
H -3.3535 5.0743 -2.9142
H -4.1612 3.1652 -1.5323
H -6.6564 0.3816 -1.6429
H -7.8864 -1.6405 -0.9492
H -6.5395 -3.6949 -0.4165
H -3.9808 -3.4625 -0.2130
N 5.4167 7.5041 4.4053
C 4.5722 6.7352 4.1159
C 3.6230 5.7606 3.7039
C 3.7904 4.4737 4.1455
C 2.9440 3.4397 3.7281
C 1.8711 3.6946 2.8589
C 1.6824 5.0380 2.4359
C 2.5666 6.0468 2.8398
C 0.9981 2.6305 2.3160
C 1.5759 1.3752 1.9775
C 2.9275 0.9309 2.1676
C 2.9535 -0.4619 2.0181
C 1.6599 -0.8380 1.6892
N 0.7889 0.1648 1.6108
C -0.4112 2.8273 2.2827
C -1.1599 3.8169 3.0364
C -2.5105 3.6183 2.7968
C -2.5699 2.5843 1.8825
N -1.3530 2.1603 1.5094
H 4.5788 4.3355 4.9071
H 3.0107 2.4277 4.1485
H 0.8124 5.3182 1.8140
H 2.4992 7.1049 2.4857
H 3.7403 1.5768 2.4318
H 3.7501 -1.1696 2.1778
H 1.3735 -1.8715 1.4793
H -0.7062 4.5358 3.6888
H -3.3719 4.1430 3.1974
H -3.5063 2.1874 1.5336
C 1.7006 -7.0562 -1.1753
Si 1.8441 -5.1994 -0.9353
C 3.3183 -4.8274 0.1469
C 1.9956 -4.3842 -2.6653
C 0.2539 -4.7023 -0.1398
C -0.2918 -5.5736 0.8185
C -1.1803 -5.1121 1.8254
C -1.5827 -3.7920 1.7303
N -1.0895 -2.9516 0.7670
C -0.2284 -3.3550 -0.1738
S 0.1114 -2.2427 -1.4069
H 2.5271 -7.4283 -1.8670
H 0.6929 -7.3140 -1.5578
H 1.8486 -7.5881 -0.2301
H 4.1223 -5.2215 -0.3815
H 3.1878 -5.2947 1.1552
H 3.4614 -3.7542 0.2344
H 2.7434 -4.8653 -3.3106
H 2.3236 -3.3492 -2.6535
H 1.0324 -4.4229 -3.1595
H 0.0471 -6.5999 0.7342
H -1.6128 -5.7606 2.6082
H -2.3256 -3.2953 2.3516
N -3.8135 -0.3015 2.3048
C -2.9277 -0.3440 1.5281
*
```

Calculated values
- energy relative to the best compared isomer or geometry (same formula, charge and spin) (kcal per mole) = 13.5
- maximum force (eV/A) = 3.78
- E_LUMO (spin up / spin down) (eV) = 1.16 / 1.16
- HOMO-LUMO gap (spin up / spin down) (eV) = 5.7 / 5.7